A molecular structure, C31H44BrN3P2Sn, computed with wB97M-V/def2-TZVPD.

XYZ file:
```
82
Properties=species:S:1:pos:R:3:mulliken_charge:R:1
C -4.37 2.35 1.14 -0.45
H -3.82 1.80 -2.83 0.48
C 3.37 1.04 4.37 -0.44
H -2.46 -2.24 2.27 0.05
C -0.85 3.44 -0.88 -0.93
P 2.85 0.45 -1.21 0.78
Sn 0.28 0.62 -0.52 0.82
H -1.20 -0.52 2.30 0.42
H -3.77 -0.40 4.84 0.46
H 2.36 2.56 -0.13 0.46
H 3.87 -0.30 -4.16 0.40
H 5.83 0.78 -0.52 0.37
C 0.41 -3.63 0.50 -0.95
C 4.27 -0.65 -1.11 -0.42
C 2.16 0.49 3.82 0.31
H -0.73 -3.80 -2.09 0.57
N 4.35 1.52 4.81 -0.30
C 3.30 0.63 -4.00 -1.51
C -1.39 -1.92 -2.96 -1.08
H 4.82 2.64 -2.02 0.30
H 4.25 3.96 -0.96 0.44
H -3.35 1.73 3.59 0.47
H 2.36 -4.49 0.80 0.44
H 2.79 0.88 -4.94 0.45
C -2.26 -2.63 0.12 -0.68
H -0.03 3.95 -0.38 0.60
H 4.01 1.44 -3.77 0.30
H 4.13 -1.44 -1.87 0.52
H -2.82 -1.71 -0.11 0.22
C -4.00 0.97 3.17 -0.40
C 2.23 0.42 -2.93 0.42
C -2.11 3.36 -0.30 -0.67
H -1.20 -2.18 -4.01 0.43
C 1.20 -0.10 4.66 -0.45
H -1.55 1.89 -3.86 0.56
C -1.71 2.27 -2.86 -0.50
N 0.71 0.25 1.92 0.32
H 0.14 -3.61 1.57 0.43
C 1.91 0.57 2.45 -0.32
H 1.69 -0.53 -3.11 0.27
H -1.90 -3.88 1.88 0.40
H 2.22 -3.59 -0.72 0.33
H 2.38 -2.72 0.82 0.15
P -0.49 -2.22 -0.29 0.99
H -0.78 -0.99 4.69 0.55
C -0.65 2.81 -2.12 0.41
H 0.01 -4.57 0.07 0.57
C -2.97 2.23 -2.29 -0.69
H 1.40 -0.22 5.72 0.58
H 6.39 -0.72 -1.30 0.43
H -5.81 0.15 0.38 0.42
C 3.94 3.07 -1.53 -1.14
H -5.27 2.07 -0.82 0.69
H -3.93 3.16 1.72 0.76
C -0.45 -2.73 -2.07 -0.63
C -4.63 1.16 1.91 0.74
C 0.00 -0.51 4.10 -0.91
H 0.60 -2.65 -2.39 0.40
C -3.18 2.71 -0.97 0.92
H 4.23 -1.13 -0.12 0.43
H -2.27 3.79 0.69 0.34
H 5.68 0.57 -2.28 0.30
H -2.44 -2.14 -2.74 0.33
H -3.59 -3.42 1.62 0.39
H 3.22 3.41 -2.30 -0.01
H -6.18 -1.89 1.81 0.43
H 2.68 0.92 1.76 0.34
H 1.47 1.23 -3.02 -0.49
C 3.28 2.11 -0.55 -0.53
C -0.22 -0.28 2.74 -0.09
Br 0.98 3.39 -3.11 0.07
C 5.61 0.05 -1.32 -1.31
C -5.39 0.08 1.38 -0.11
C -4.39 2.38 -0.24 -0.64
N -4.96 -1.22 3.35 -0.36
C -2.55 -3.07 1.55 -1.11
C 1.93 -3.59 0.34 -1.15
H 3.96 1.92 0.30 0.58
C -4.21 -0.24 3.85 -0.63
C -5.55 -1.06 2.16 -0.64
H -2.60 -3.41 -0.58 0.56
H -1.25 -0.83 -2.86 0.14
```

highest occupied orbital energy (spin up / spin down) = -19.859 / -20.167 eV
gap between HOMO and LUMO (spin up / spin down) = 4.4896 / 5.8269 eV
energy above the lowest of the compared OMol25 structures with the same formula, charge and spin = 0.0 kJ/mol
net charge = +4